{"formula": "C30H56NO", "method": "ωB97M-V/def2-TZVPD", "symbols": ["O", "N", "C", "C", "C", "C", "C", "C", "C", "C", "C", "C", "C", "C", "C", "C", "C", "C", "C", "C", "C", "C", "C", "C", "C", "C", "C", "C", "C", "C", "C", "C", "H", "H", "H", "H", "H", "H", "H", "H", "H", "H", "H", "H", "H", "H", "H", "H", "H", "H", "H", "H", "H", "H", "H", "H", "H", "H", "H", "H", "H", "H", "H", "H", "H", "H", "H", "H", "H", "H", "H", "H", "H", "H", "H", "H", "H", "H", "H", "H", "H", "H", "H", "H", "H", "H", "H", "H"], "positions_angstrom": [[-0.362, 0.340, 2.572], [0.493, 0.533, 1.542], [-3.644, -1.820, -2.379], [-4.320, 1.109, -7.162], [-0.913, -2.460, 4.496], [-5.988, -2.229, -3.534], [3.380, -2.065, -2.005], [-2.194, -2.606, 3.591], [-0.941, -1.231, 0.412], [-1.347, -1.736, -1.051], [1.121, -0.043, -0.769], [1.771, 3.999, 5.578], [-5.181, -2.186, -2.160], [4.366, 2.878, 1.872], [-5.046, -0.591, -5.272], [0.289, -0.238, 3.735], [2.723, 2.762, 5.372], [3.571, 2.794, 0.513], [4.505, -1.164, -1.319], [-2.888, -2.103, -1.027], [3.604, 3.674, 3.025], [2.225, 0.916, -0.744], [3.960, 3.020, 4.423], [3.120, 1.024, -2.009], [2.426, 1.734, 0.496], [1.525, 1.474, 1.588], [4.471, -1.291, 0.261], [-6.175, -0.765, -4.149], [4.536, 0.331, -1.848], [0.333, -1.814, 3.767], [-5.380, 0.760, -6.037], [0.260, -0.228, 0.399], [5.483, -1.630, -1.640], [2.878, -1.572, -2.876], [3.310, 2.104, -2.283], [4.759, 1.877, 2.216], [5.123, 0.929, -1.102], [5.113, 0.309, -2.817], [-0.328, 0.084, 4.623], [-7.037, -2.620, -3.377], [4.042, 4.714, 3.045], [-5.338, 1.569, -5.249], [3.152, 2.521, 6.391], [-5.422, -2.901, -4.227], [-1.106, -0.985, -1.845], [3.078, 3.796, 0.331], [1.231, -2.089, 4.399], [1.325, 0.141, 3.927], [-6.016, 0.019, -3.365], [-5.301, -3.163, -1.625], [-7.150, -0.633, -4.680], [1.603, 2.025, 2.559], [1.443, 4.506, 4.637], [3.887, -2.200, 0.590], [-3.461, -1.558, -0.220], [-0.607, -3.508, 4.786], [2.603, -2.356, -1.238], [-1.996, -3.224, 2.672], [4.511, 2.040, 4.339], [2.173, 1.819, 5.070], [4.645, 3.726, 4.971], [-6.432, 0.671, -6.415], [-1.828, -0.628, 0.767], [-0.786, -2.703, -1.190], [0.510, -2.283, 2.766], [-5.026, -1.488, -5.947], [2.509, 3.806, 2.836], [2.590, 0.589, -2.902], [-3.955, 2.162, -7.011], [3.815, -3.034, -2.368], [-0.799, -2.072, 1.133], [-4.037, -0.523, -4.784], [-3.454, 0.404, -7.095], [-3.258, -2.421, -3.242], [5.295, 3.485, 1.653], [-2.950, -3.193, 4.189], [0.970, -0.638, -1.698], [0.828, 3.606, 6.065], [4.288, 2.623, -0.325], [5.523, -1.411, 0.650], [-3.601, -0.721, -2.625], [2.205, 4.712, 6.336], [-2.689, -1.624, 3.352], [-1.200, -1.948, 5.449], [-4.780, 1.084, -8.185], [-5.663, -1.359, -1.561], [4.031, -0.404, 0.785], [-3.004, -3.207, -0.820]], "mulliken_charge": [-0.33, 0.24, -0.39, -1.02, -0.60, -0.73, -1.16, -0.92, 0.01, -0.68, -0.77, -1.17, -0.94, -1.02, -0.58, -0.02, 0.18, -0.73, 0.39, -0.79, -0.65, 0.30, -0.76, -1.46, 0.72, -0.17, -1.08, -0.64, -0.83, -0.54, -0.32, 0.00, 0.66, 0.25, 0.48, 0.31, 0.29, 0.41, 0.43, 0.32, 0.45, 0.23, 0.43, 0.39, 0.42, 0.40, 0.34, -0.06, 0.30, 0.40, 0.45, 0.41, 0.29, 0.28, 0.30, 0.33, 0.19, 0.22, 0.31, -0.30, 0.37, 0.30, 0.41, 0.32, 0.23, 0.29, 0.51, 0.47, 0.27, 0.33, -0.23, 0.20, 0.31, 0.37, 0.46, 0.42, 0.37, 0.33, 0.35, 0.34, 0.28, 0.35, 0.22, 0.33, 0.26, 0.30, 0.06, 0.30], "total_charge": 1, "smiles": "CCCCCCCCCCc1cc(CCC(C)C)c(CCCCCC)c[n+]1OCCCC", "homo_lumo_gap_ev": 8.23, "total_energy_ev": -35545.980, "homo_energy_ev": -11.863, "lumo_energy_ev": -3.64}

{"formula": "C5H15NO", "method": "ωB97M-V/def2-TZVPD", "symbols": ["O", "N", "C", "C", "C", "C", "C", "H", "H", "H", "H", "H", "H", "H", "H", "H", "H", "H", "H", "H", "H", "H"], "positions_angstrom": [[-3.117, 3.412, -1.218], [0.639, 1.638, -0.546], [1.109, -2.777, -0.101], [0.194, -0.654, 0.724], [-0.152, -2.077, 0.448], [1.395, -0.387, 1.618], [0.313, 0.170, -0.657], [-0.174, 2.267, -0.567], [-2.940, 3.667, -2.082], [2.078, -1.330, 1.703], [1.158, -0.311, 2.662], [1.652, -3.175, 0.755], [-0.441, 0.024, -1.304], [-0.949, -2.278, -0.172], [-0.578, -0.085, 1.199], [1.203, 1.847, 0.306], [-0.562, -2.481, 1.414], [1.687, -1.958, -0.563], [2.011, 0.519, 1.304], [0.946, -3.409, -0.917], [-3.084, 2.496, -1.138], [1.301, -0.198, -1.230]], "nbo_charge": [-0.93, -0.86, -0.62, -0.24, -0.40, -0.62, -0.19, 0.36, 0.47, 0.21, 0.21, 0.21, 0.18, 0.21, 0.20, 0.36, 0.20, 0.21, 0.21, 0.21, 0.47, 0.16], "smiles": "CC[C@@H](C)CN.O", "homo_lumo_gap_ev": 9.57, "total_energy_ev": -8964.275, "homo_energy_ev": -8.808, "lumo_energy_ev": 0.76}

{"formula": "H80O40", "method": "ωB97M-V/def2-TZVPD", "symbols": ["O", "O", "O", "O", "O", "O", "O", "O", "O", "O", "O", "O", "O", "O", "O", "O", "O", "O", "O", "O", "O", "O", "O", "O", "O", "O", "O", "O", "O", "O", "O", "O", "O", "O", "O", "O", "O", "O", "O", "O", "H", "H", "H", "H", "H", "H", "H", "H", "H", "H", "H", "H", "H", "H", "H", "H", "H", "H", "H", "H", "H", "H", "H", "H", "H", "H", "H", "H", "H", "H", "H", "H", "H", "H", "H", "H", "H", "H", "H", "H", "H", "H", "H", "H", "H", "H", "H", "H", "H", "H", "H", "H", "H", "H", "H", "H", "H", "H", "H", "H", "H", "H", "H", "H", "H", "H", "H", "H", "H", "H", "H", "H", "H", "H", "H", "H", "H", "H", "H", "H"], "positions_angstrom": [[-4.052, -2.776, 3.597], [-3.228, 0.440, 4.792], [3.809, 2.231, -2.879], [1.112, 0.490, 0.669], [-0.093, -2.410, -0.750], [-1.841, -0.601, -0.303], [5.008, 0.040, -0.313], [-4.983, 1.264, -3.171], [-0.872, 3.878, 0.737], [-4.972, 1.293, 3.162], [4.034, -3.031, 1.058], [0.591, 2.871, -0.959], [-1.622, -0.297, -4.651], [-5.875, 2.073, 0.117], [3.431, 5.647, -0.741], [-1.179, 1.656, 2.784], [-3.754, 4.154, 1.072], [2.461, 4.283, 2.298], [2.371, -0.673, 5.926], [4.687, -0.751, -3.931], [5.014, -2.438, 3.681], [-1.531, -4.287, 2.729], [-0.094, -5.668, -2.025], [0.883, -1.775, 4.076], [-4.262, -4.686, -0.902], [5.340, -2.564, -1.840], [5.923, -0.522, 2.153], [3.416, 1.484, 2.015], [0.171, -2.525, -4.684], [2.467, 0.345, -4.367], [0.381, -0.041, -1.986], [1.919, -3.808, 2.300], [2.710, -4.672, -2.814], [-6.687, -1.010, 0.644], [1.437, 4.751, -2.388], [-1.620, -0.749, 1.912], [-2.138, 5.430, 2.148], [-4.158, -1.636, -2.564], [-2.819, 1.052, -2.857], [-1.135, 2.867, -3.383], [1.887, 0.396, 1.172], [2.612, 5.393, -1.430], [3.904, 4.755, -0.600], [-0.760, -0.616, -4.443], [-5.359, 1.746, -2.395], [-3.640, 0.840, 5.570], [4.937, 0.219, -4.198], [1.700, -4.408, 1.629], [-1.847, 3.596, -3.143], [4.918, -1.465, -4.487], [1.040, 0.106, -1.247], [-3.711, -0.238, 4.521], [1.148, 4.116, -3.045], [0.131, -2.188, 3.542], [-4.525, -4.802, 0.032], [-3.669, 4.962, 1.659], [-0.480, 0.296, -1.866], [-0.768, 1.616, 3.602], [0.997, -2.336, 4.939], [1.551, -0.378, 5.575], [-1.548, 2.523, 2.947], [-6.382, -0.916, -0.258], [-2.470, 0.004, 0.063], [-1.782, 4.873, 1.521], [-1.726, 2.145, -3.180], [1.849, 0.797, -3.801], [5.760, 0.402, 2.227], [-1.880, -1.412, 0.319], [3.584, 2.189, 1.436], [5.410, -2.503, -2.764], [6.230, -2.536, -1.480], [-3.863, -0.661, -2.431], [2.546, -3.799, -2.504], [-5.821, 0.798, -3.404], [-1.770, 6.245, 2.210], [4.963, -1.662, 4.172], [-2.096, 0.411, -2.630], [0.663, -1.673, -4.924], [-1.837, -3.431, 2.715], [-0.699, -0.268, 1.593], [1.616, 5.512, -2.923], [-0.164, -2.998, -0.065], [-0.879, -4.404, 2.047], [-4.531, 3.674, 1.154], [-4.135, 1.718, 2.877], [-1.699, 3.459, 0.643], [3.171, -0.015, -3.814], [0.556, 2.185, -1.700], [5.312, -0.658, 1.397], [3.120, 2.746, -3.243], [0.781, -5.311, -2.089], [4.604, -2.316, 0.658], [-4.446, -1.944, 3.908], [-6.194, 2.836, -0.394], [4.946, -2.498, 2.756], [2.944, -0.964, 5.180], [-3.824, -5.379, -1.295], [2.208, 3.367, 2.248], [-0.348, 3.066, 1.161], [-4.849, -1.233, -1.975], [0.190, -2.446, -3.718], [-1.705, -0.052, -5.628], [3.787, 1.785, 2.876], [5.296, -0.543, -0.973], [3.976, -3.887, 0.485], [-0.539, -4.715, -2.044], [2.723, -4.593, -3.821], [4.452, 2.526, -2.289], [0.457, 0.976, 1.157], [-1.881, -0.268, 2.635], [2.857, -3.461, 2.059], [-6.183, -1.813, 1.042], [4.354, 0.616, -0.702], [-3.161, -2.404, 3.269], [-3.038, 0.625, -3.726], [-0.416, 3.259, -1.004], [2.515, 4.553, 1.299], [-6.521, 2.069, 0.913], [-5.557, 1.067, 2.552], [-0.751, -1.730, -0.905]], "mulliken_charge": [-0.60, -0.47, -0.45, 0.58, -0.42, 0.04, -0.47, -0.52, -0.77, -0.51, -0.64, -0.56, -0.56, -0.62, -0.67, -0.51, -0.62, -0.64, -0.65, -0.64, -0.60, -0.58, -0.66, -0.50, -0.59, -0.55, -0.57, -0.63, -0.71, -0.70, 0.75, -0.56, -0.64, -0.63, -0.51, -0.01, -0.69, -0.51, -0.78, -0.54, -0.21, 0.44, 0.26, 0.12, 0.24, 0.27, 0.32, 0.21, 0.35, 0.27, -0.18, 0.09, 0.23, 0.16, 0.31, 0.34, -0.51, 0.19, 0.35, 0.30, 0.17, 0.33, -0.12, 0.60, 0.49, 0.25, 0.30, 0.08, 0.27, 0.19, 0.31, 0.29, 0.32, 0.28, 0.25, 0.29, -0.09, 0.41, 0.17, 0.08, 0.31, 0.08, 0.31, 0.26, 0.29, 0.30, 0.41, 0.00, 0.31, 0.22, 0.35, 0.19, 0.38, 0.31, 0.38, 0.33, 0.28, 0.27, 0.24, 0.30, 0.33, 0.26, 0.30, 0.27, 0.31, 0.32, 0.32, 0.25, -0.13, 0.21, 0.46, 0.32, 0.18, 0.22, 0.45, 0.41, 0.41, 0.29, 0.26, 0.53], "homo_lumo_gap_ev": 9.69, "total_energy_ev": -83189.809, "homo_energy_ev": -10.286, "lumo_energy_ev": -0.59}

{"formula": "C4N2", "method": "ωB97M-V/def2-TZVPD", "symbols": ["N", "N", "C", "C", "C", "C"], "positions_angstrom": [[2.285, 2.352, 0.026], [-2.527, -1.957, -0.262], [-0.279, -0.663, 0.095], [0.585, 0.195, 0.173], [1.511, 1.422, 0.211], [-1.575, -1.349, -0.243]], "nbo_charge": [-0.22, -0.22, 0.00, -0.01, 0.23, 0.23], "smiles": "N#CC#CC#N", "homo_lumo_gap_ev": 10.69, "total_energy_ev": -7123.692, "homo_energy_ev": -11.825, "lumo_energy_ev": -1.13}

{"formula": "C39H36F6O", "method": "ωB97M-V/def2-TZVPD", "symbols": ["F", "F", "F", "F", "F", "F", "O", "C", "C", "C", "C", "C", "C", "C", "C", "C", "C", "C", "C", "C", "C", "C", "C", "C", "C", "C", "C", "C", "C", "C", "C", "C", "C", "C", "C", "C", "C", "C", "C", "C", "C", "C", "C", "C", "C", "C", "H", "H", "H", "H", "H", "H", "H", "H", "H", "H", "H", "H", "H", "H", "H", "H", "H", "H", "H", "H", "H", "H", "H", "H", "H", "H", "H", "H", "H", "H", "H", "H", "H", "H", "H", "H"], "positions_angstrom": [[1.362, -2.155, -9.639], [4.922, -0.641, 3.982], [5.855, 2.981, -1.424], [0.678, -0.961, -2.913], [-2.340, 1.112, 8.637], [-8.743, 4.747, 0.468], [-6.468, -3.365, 2.427], [6.796, -1.646, 2.860], [0.629, -0.339, -8.285], [5.139, 1.754, -3.328], [-7.665, 4.329, -0.265], [5.360, 0.693, -4.219], [1.094, -0.030, -10.581], [-7.210, -2.836, 3.216], [1.034, -0.878, -9.483], [-5.497, 3.373, -1.646], [6.089, 2.001, -2.314], [0.277, -0.074, 0.571], [6.029, -1.441, 4.011], [0.650, 1.310, -10.495], [0.598, -0.468, 7.247], [7.287, 1.266, -2.311], [6.490, -2.043, 5.171], [-7.555, -1.400, 3.175], [-1.908, -0.487, -0.380], [0.316, 0.993, -8.094], [-6.644, 2.584, -1.562], [0.039, -1.191, 6.239], [-6.531, 5.085, -0.339], [7.616, -2.912, 5.152], [-1.114, -0.159, 0.720], [-5.476, 4.587, -1.031], [-7.754, 3.077, -0.887], [0.844, -0.340, -0.688], [0.344, 1.803, -9.203], [-7.792, -3.570, 4.360], [-0.230, 0.229, 8.115], [-1.295, -1.295, 6.030], [-2.177, -0.557, 6.891], [7.510, 0.291, -3.272], [0.045, -0.708, -1.758], [-1.330, -0.740, -1.623], [8.248, -3.231, 3.980], [6.549, 0.043, -4.262], [7.862, -2.545, 2.807], [-1.583, 0.238, 7.882], [0.250, 0.819, 8.882], [-8.869, -3.683, 4.232], [8.082, 1.515, -1.624], [7.934, -3.393, 6.066], [-8.582, -1.148, 3.440], [-1.682, -1.866, 5.199], [-2.035, -0.886, -2.428], [-1.492, 0.004, 1.719], [4.601, 0.482, -4.958], [4.218, 2.305, -3.446], [6.435, -1.132, 1.982], [0.910, -0.042, 1.446], [-3.230, -0.491, 6.660], [-7.346, -1.061, 2.160], [-7.644, -3.110, 5.336], [-6.427, 5.990, 0.240], [1.911, -0.346, -0.856], [8.329, -2.747, 1.855], [6.851, -0.677, -5.008], [1.528, -0.418, -11.490], [-7.411, -4.588, 4.443], [6.065, -1.715, 6.108], [0.222, 2.869, -9.074], [0.799, 1.993, -11.319], [8.423, -0.285, -3.266], [-6.787, -0.957, 3.809], [0.777, -1.638, 5.590], [-2.983, -0.553, -0.314], [-4.587, 3.032, -2.117], [-4.573, 5.152, -1.205], [-8.582, 2.389, -0.794], [1.666, -0.373, 7.382], [-6.676, 1.636, -2.078], [9.017, -3.989, 4.014], [0.494, -0.948, -7.404], [0.038, 1.374, -7.122]], "mulliken_charge": [-0.29, -0.28, -0.30, -0.29, -0.30, -0.31, -0.56, -0.32, -0.16, -0.37, 0.48, -0.42, -0.09, 0.77, 0.15, -0.53, 0.28, -0.46, 0.21, -0.66, -0.36, -0.40, -0.27, -0.94, -0.40, -0.62, -0.32, -0.42, -0.48, -0.39, -0.43, -0.22, -0.48, -0.36, -0.14, -1.09, -0.36, -0.38, -0.46, -0.33, 0.36, -0.40, -0.38, -0.39, -0.42, 0.35, 0.37, 0.30, 0.40, 0.35, 0.34, 0.40, 0.37, 0.40, 0.40, 0.40, 0.40, 0.37, 0.42, 0.30, 0.32, 0.40, 0.44, 0.36, 0.36, 0.37, 0.32, 0.37, 0.33, 0.34, 0.36, 0.24, 0.35, 0.39, 0.39, 0.32, 0.39, 0.38, 0.37, 0.37, 0.39, 0.40], "smiles": "Fc1ccccc1.Fc1ccccc1.Fc1ccccc1.Fc1ccccc1.Fc1ccccc1.Fc1ccccc1.CC(C)=O", "homo_lumo_gap_ev": 9.68, "total_energy_ev": -59377.090, "homo_energy_ev": -9.309, "lumo_energy_ev": 0.37}

{"formula": "C2H9N2O", "method": "ωB97M-V/def2-TZVPD", "symbols": ["O", "N", "N", "C", "C", "H", "H", "H", "H", "H", "H", "H", "H", "H"], "positions_angstrom": [[-1.829, 0.585, 0.056], [2.009, -0.261, 0.707], [0.369, 0.056, -1.144], [1.595, 0.434, -0.580], [-2.026, -0.568, 0.780], [-2.986, -0.513, 1.338], [-0.662, 0.385, -0.773], [-1.894, -1.492, 0.181], [1.418, -1.097, 0.690], [1.576, 1.502, -0.322], [2.393, 0.263, -1.321], [0.169, -0.746, -1.709], [1.485, 0.259, 1.401], [-1.300, -0.641, 1.616]], "nbo_charge": [-0.94, -0.88, -0.98, -0.04, -0.22, 0.11, 0.45, 0.10, 0.34, 0.15, 0.13, 0.34, 0.34, 0.09], "total_charge": -1, "homo_lumo_gap_ev": 7.51, "total_energy_ev": -7246.678, "homo_energy_ev": -2.847, "lumo_energy_ev": 4.66}